Molecular formula: C50H57IN7O3STi
Method: DFT, ωB97M-V/def2-TZVPD

ORCA input file:
```
! RIJCOSX wB97M-V def2-TZVPD def2/J DEFGRID3
* xyz 1 1
I 5.63 -5.41 -3.34
Ti 0.53 -1.18 -0.84
S -0.16 -2.97 1.85
O 2.19 -1.00 0.38
O -0.17 0.17 -2.15
O -0.63 -4.35 1.84
N -1.67 -1.28 -0.62
N 0.16 -2.41 0.50
N 0.36 0.67 0.22
N -0.06 -2.32 -2.39
N 2.12 -1.04 -2.26
N 2.04 -4.05 -1.39
N 0.67 -2.42 -3.45
C -1.20 0.66 -4.58
C -2.45 -0.10 1.36
C -3.35 0.77 1.94
C -1.24 3.13 -4.80
C -2.56 -0.42 0.00
C -2.15 -2.28 -1.35
C -4.36 1.35 1.20
C 3.25 -0.32 -2.23
C -0.67 1.27 -1.74
C 3.22 -3.03 2.35
C 4.03 -5.22 -1.98
C -1.91 3.30 -1.90
C -2.85 5.85 -0.99
C -3.02 4.68 1.20
C 0.33 1.08 2.67
C 0.90 0.74 3.87
C 3.08 -4.23 -2.19
C 1.80 -1.67 -3.41
C -1.74 -3.89 -3.20
C 4.83 -1.17 1.81
C -1.10 0.48 5.31
C -1.46 2.16 -2.52
C -1.27 -2.88 -2.33
C 3.75 -0.82 -4.52
C 2.05 -0.09 3.86
C -1.61 3.67 -0.57
C 0.25 1.20 5.17
C 4.37 -1.76 4.17
C 2.57 -0.68 2.74
C 0.02 2.71 5.14
C -1.80 1.94 -4.00
C 3.74 -1.64 2.78
C 2.58 -1.56 -4.57
C -4.48 1.05 -0.15
C -3.02 -4.35 -3.07
C 3.90 -6.07 -0.89
C -0.88 5.80 0.50
C 1.08 0.86 6.41
C -0.41 1.60 -0.34
C -2.09 4.99 0.02
C 4.09 -0.20 -3.32
C -3.59 0.18 -0.75
C 1.89 -4.89 -0.37
C 2.80 -5.90 -0.08
C -3.46 -2.82 -1.25
C 1.91 -0.43 1.49
C -3.87 -3.82 -2.08
C 0.81 0.53 1.47
C -0.86 2.82 0.19
C -3.32 1.89 -4.19
H -1.76 0.72 4.48
H 2.06 1.33 6.38
H 1.20 -0.21 6.53
H 2.65 -6.54 0.78
H -3.39 -5.14 -3.71
H -5.06 2.03 1.65
H 4.73 -0.79 4.52
H -0.11 0.69 -4.54
H 5.22 -2.43 4.12
H 4.64 -6.83 -0.70
H 0.56 1.24 7.30
H -3.72 0.96 -3.80
H -1.37 2.96 -5.86
H -1.49 0.58 -5.63
H -0.17 5.95 -0.31
H -4.11 -2.44 -0.48
H -3.67 -0.07 -1.80
H -0.70 2.99 4.37
H -5.27 1.48 -0.74
H -1.67 -0.58 1.94
H -0.57 3.10 1.19
H 4.45 -1.15 0.79
H -0.96 -0.60 5.33
H -3.56 1.94 -5.24
H -2.22 6.11 -1.84
H -3.75 5.34 -1.35
H -1.06 -4.29 -3.93
H 0.95 3.24 4.96
H -2.53 3.97 -2.48
H -1.58 0.78 6.24
H -0.17 3.25 -4.61
H -0.56 1.69 2.64
H 4.38 -0.73 -5.39
H 5.68 -1.83 1.85
H -3.17 6.78 -0.52
H 3.16 -3.58 -3.05
H -2.50 4.11 1.98
H 2.52 -0.30 4.81
H -3.82 2.71 -3.68
H -1.55 -0.22 -4.06
H 2.78 -2.98 1.36
H 3.67 -2.17 4.89
H 5.16 -0.17 2.08
H 4.04 -3.74 2.33
H 3.48 0.17 -1.29
H -1.21 6.78 0.86
H -3.27 0.99 3.00
H -3.87 4.09 0.87
H 2.47 -3.38 3.06
H 2.25 -2.05 -5.47
H -0.37 5.30 1.32
H 1.00 -4.76 0.22
H -1.74 4.06 -4.54
H -4.86 -4.23 -1.97
H -3.39 5.60 1.65
H 5.00 0.37 -3.24
H -0.38 3.04 6.10
*
```

Summary:
Energy relative to the best compared isomer or geometry (same formula, charge and spin) ... 1.9273 eV
Orbital gap ... 4.4 eV
Strongest force on any atom ... 2.2 eV Å⁻¹
LUMO level ... -0.19139 Ha
Electronic energy ... -4093.73771 hartree